# 1
Below is a 6-piece molecular cluster, C28H48F12O14 overall at a distorted geometry, with properties calculated with ωB97M-V/def2-TZVPD.

Last column: Löwdin charge in e.
Positions of all 102 atoms, in Å:
C 10.48 -8.23 10.89  -0.054
C 10.67 -6.95 10.10  -0.221
O 10.70 -7.15 8.68  0.007
C 11.46 -6.33 7.89  -0.324
O 12.26 -5.45 8.17  0.146
C 11.17 -6.49 6.40  -0.592
F 12.03 -7.34 5.76  0.152
F 9.92 -7.02 6.36  0.130
F 11.15 -5.38 5.81  0.250
H 9.45 -8.48 10.64  0.081
H 10.60 -8.06 11.96  0.084
H 11.25 -8.94 10.58  0.089
H 11.70 -6.69 10.36  0.114
H 10.07 -6.05 10.22  0.138
C -10.71 6.92 -2.38  -0.040
C -9.27 7.28 -2.87  -0.215
O -8.76 6.22 -3.63  -0.010
C -8.18 5.14 -3.00  -0.275
O -7.86 5.17 -1.79  0.112
C -7.95 3.90 -3.93  -0.566
F -6.69 3.83 -4.36  0.166
F -8.00 2.93 -3.05  0.177
F -8.87 3.83 -4.89  0.190
H -10.71 6.06 -1.71  0.074
H -11.31 6.55 -3.21  0.076
H -11.19 7.79 -1.93  0.075
H -8.53 7.52 -2.11  0.117
H -9.24 8.22 -3.43  0.120
C -4.06 0.27 -10.67  -0.056
C -3.60 -1.09 -11.21  -0.233
O -2.38 -1.34 -10.60  0.013
C -1.43 -2.21 -10.98  -0.350
O -1.66 -2.82 -11.99  0.158
C -0.09 -2.18 -10.32  -0.573
F 0.76 -1.50 -11.12  0.166
F -0.11 -1.53 -9.18  0.184
F 0.38 -3.41 -10.13  0.195
H -3.32 1.02 -10.96  0.078
H -4.04 0.16 -9.59  0.082
H -5.03 0.52 -11.11  0.081
H -3.53 -1.10 -12.30  0.128
H -4.38 -1.79 -10.91  0.128
C 1.98 3.27 -2.27  -0.046
C 2.52 2.79 -3.64  -0.192
O 3.94 2.59 -3.54  0.034
C 4.76 3.40 -4.19  -0.341
O 4.41 4.32 -4.94  0.118
C 6.24 2.95 -4.12  -0.563
F 6.96 3.91 -3.60  0.201
F 6.35 1.89 -3.28  0.138
F 6.66 2.63 -5.34  0.186
H 2.51 2.99 -1.36  0.081
H 0.98 2.86 -2.40  0.073
H 1.87 4.35 -2.27  0.072
H 2.18 3.49 -4.41  0.117
H 1.99 1.93 -4.06  0.122
C 0.89 3.68 5.91  -0.081
O -0.52 3.60 6.15  -0.241
C -1.32 4.79 6.19  -0.170
C -2.68 4.24 6.70  -0.179
O -3.55 3.56 5.80  -0.169
C -3.06 2.52 4.96  -0.171
C -4.17 1.92 4.00  -0.193
O -5.11 1.11 4.69  -0.177
C -5.85 1.78 5.76  -0.073
H 1.24 2.68 6.16  0.090
H 1.35 4.43 6.55  0.081
H 0.96 3.95 4.86  0.086
H -1.50 5.27 5.22  0.123
H -0.90 5.49 6.90  0.119
H -3.26 5.09 7.05  0.119
H -2.56 3.64 7.60  0.123
H -2.53 1.75 5.53  0.127
H -2.38 3.03 4.28  0.111
H -3.72 1.45 3.12  0.118
H -4.55 2.81 3.50  0.113
H -6.84 1.34 5.91  0.077
H -6.10 2.81 5.49  0.085
H -5.32 1.72 6.71  0.083
C -1.49 -4.16 -3.41  -0.146
O -1.48 -2.88 -2.90  -0.166
C -1.53 -2.83 -1.50  -0.205
C -0.20 -3.09 -0.78  -0.115
O 0.18 -4.55 -0.64  -0.173
C 1.52 -4.77 -0.14  -0.184
C 1.88 -4.29 1.30  -0.173
O 2.42 -2.99 1.04  -0.202
C 3.34 -2.35 1.99  -0.089
H -0.50 -4.45 -3.76  0.082
H -2.07 -4.33 -4.32  0.085
H -1.66 -4.96 -2.69  0.088
H -2.39 -3.39 -1.12  0.129
H -1.77 -1.77 -1.37  0.126
H -0.18 -2.70 0.23  0.114
H 0.59 -2.57 -1.32  0.125
H 2.09 -4.41 -1.00  0.124
H 1.74 -5.83 -0.09  0.113
H 2.65 -4.92 1.75  0.116
H 0.97 -4.42 1.88  0.123
H 2.95 -2.08 2.97  0.074
H 3.56 -1.34 1.65  0.077
H 4.32 -2.79 2.18  0.079

Computed properties:
Lowest unoccupied orbital energy = 0.0133 Ha
Net charge = 0
SMILES = CCOC(=O)C(F)(F)F.CCOC(=O)C(F)(F)F.CCOC(=O)C(F)(F)F.CCOC(=O)C(F)(F)F.COCCOCCOC.COCCOCCOC
Frontier orbital gap = 9.6759 eV
Energy relative to the best compared isomer or geometry (same formula, charge and spin) = 32.2 kcal per mole

***

# 2
Below is C46H58BeO4 as an isolated structure, with properties calculated with ωB97M-V/def2-TZVPD.

Last column: Löwdin charge in e.
Positions of all 109 atoms, in Å:
Be -0.69 -0.22 -2.28  0.245
C -3.35 -0.43 -3.91  -0.020
O -2.54 -0.61 -2.76  -0.147
C -3.16 -0.31 -1.53  -0.177
C -3.41 -1.39 -0.70  -0.122
C -2.94 -2.77 -1.09  -0.053
C -1.60 -3.12 -0.45  -0.109
C -1.44 -4.35 0.17  0.017
C -0.23 -4.75 0.73  -0.176
C 0.82 -3.84 0.66  0.007
C 0.70 -2.58 0.08  -0.140
C 1.80 -1.58 0.33  -0.051
C 2.63 -0.77 -0.66  -0.100
C 3.86 -0.36 -0.15  0.004
C 4.58 0.72 -0.65  -0.165
C 3.94 1.50 -1.60  0.021
C 2.74 1.11 -2.17  -0.113
C 1.94 2.09 -3.00  -0.053
C 0.85 2.71 -2.13  -0.113
C 1.07 3.72 -1.22  0.020
C 0.05 4.24 -0.43  -0.169
C -1.24 3.76 -0.62  0.024
C -1.51 2.74 -1.53  -0.114
C -2.91 2.25 -1.85  -0.056
C -3.35 1.01 -1.09  -0.098
C -3.93 1.18 0.16  0.026
C -4.28 0.12 0.99  -0.153
C -3.98 -1.17 0.55  0.041
C -4.91 0.39 2.35  -0.558
C -3.87 1.08 3.25  -0.041
C -6.14 1.30 2.19  -0.049
C -5.38 -0.89 3.04  -0.069
C -0.44 2.17 -2.23  -0.245
O -0.67 1.10 -2.99  -0.068
C 0.37 5.32 0.61  -0.561
C 1.39 4.76 1.62  -0.049
C 0.97 6.55 -0.09  -0.050
C -0.86 5.77 1.39  -0.072
C 2.20 -0.14 -1.83  -0.145
O 1.23 -0.68 -2.70  -0.121
C 1.52 -2.02 -3.10  -0.008
C 5.96 1.06 -0.08  -0.559
C 6.64 2.18 -0.87  -0.068
C 6.86 -0.19 -0.17  -0.049
C 5.81 1.49 1.38  -0.041
C -0.53 -2.21 -0.50  -0.229
O -0.66 -1.02 -1.06  -0.027
C -0.05 -6.07 1.46  -0.562
C 0.17 -5.77 2.96  -0.047
C 1.16 -6.84 0.91  -0.052
C -1.28 -6.98 1.34  -0.072
H -4.20 -1.11 -3.88  0.104
H -3.72 0.59 -4.00  0.090
H -2.73 -0.65 -4.78  0.104
H -3.67 -3.52 -0.79  0.121
H -2.83 -2.82 -2.17  0.123
H -2.30 -5.01 0.20  0.105
H 1.78 -4.10 1.10  0.113
H 1.33 -0.79 0.93  0.148
H 2.52 -2.07 0.99  0.107
H 4.24 -0.88 0.72  0.114
H 4.36 2.45 -1.92  0.110
H 2.60 2.88 -3.38  0.122
H 1.46 1.59 -3.84  0.120
H 2.08 4.10 -1.12  0.116
H -2.08 4.18 -0.07  0.104
H -3.62 3.05 -1.63  0.123
H -2.93 2.06 -2.93  0.104
H -4.09 2.20 0.49  0.116
H -4.16 -2.03 1.18  0.116
H -3.57 2.04 2.83  0.078
H -4.28 1.25 4.25  0.084
H -2.98 0.46 3.34  0.091
H -5.88 2.26 1.73  0.073
H -6.89 0.82 1.55  0.091
H -6.59 1.51 3.16  0.084
H -4.54 -1.55 3.28  0.084
H -5.89 -0.64 3.97  0.084
H -6.08 -1.44 2.41  0.089
H 2.33 4.48 1.13  0.073
H 1.60 5.51 2.38  0.082
H 0.99 3.87 2.11  0.090
H 1.88 6.30 -0.63  0.074
H 0.25 6.96 -0.81  0.089
H 1.21 7.33 0.64  0.082
H -1.32 4.94 1.93  0.083
H -0.57 6.53 2.12  0.083
H -1.61 6.22 0.73  0.085
H 2.42 -2.04 -3.72  0.106
H 1.65 -2.69 -2.25  0.091
H 0.67 -2.37 -3.69  0.104
H 6.70 1.93 -1.93  0.089
H 6.10 3.13 -0.77  0.082
H 7.65 2.33 -0.49  0.084
H 6.99 -0.48 -1.21  0.091
H 7.84 0.03 0.25  0.084
H 6.44 -1.03 0.37  0.075
H 5.12 2.34 1.45  0.086
H 5.41 0.68 1.99  0.079
H 6.78 1.79 1.79  0.085
H 1.05 -5.16 3.11  0.078
H -0.69 -5.23 3.36  0.089
H 0.29 -6.70 3.52  0.083
H 2.09 -6.29 1.07  0.074
H 1.25 -7.80 1.41  0.082
H 1.05 -7.01 -0.16  0.090
H -2.16 -6.53 1.80  0.083
H -1.51 -7.19 0.29  0.088
H -1.09 -7.93 1.84  0.083

Computed properties:
Lowest unoccupied orbital energy = 0.0169 Ha
Net charge = 0
Frontier orbital gap = 8.0890 eV
Energy relative to the best compared isomer or geometry (same formula, charge and spin) = 15.1 kcal per mole

***

# 3
Below is F2HPS as an isolated structure at a distorted geometry, with properties calculated with ωB97M-V/def2-TZVPD.

Last column: natural (NBO) charge in e.
Positions of all 5 atoms, in Å:
F -1.45 1.17 -1.36  -0.557
F -1.50 1.53 0.98  -0.566
P -1.67 0.24 -0.02  1.560
S -3.07 -0.95 0.04  -0.406
H -0.06 -0.27 0.36  -0.029

Computed properties:
Lowest unoccupied orbital energy = 0.0076 Ha
Net charge = 0
Frontier orbital gap = 10.9240 eV
Energy relative to the best compared isomer or geometry (same formula, charge and spin) = 19.1 kcal per mole

***

# 4
Below is a 3-piece molecular cluster, C2H9O3 overall at a distorted geometry, with properties calculated with ωB97M-V/def2-TZVPD.

Last column: natural (NBO) charge in e.
Positions of all 14 atoms, in Å:
C -1.10 0.25 0.61  -0.038
O 0.01 -0.57 0.79  -0.806
C -1.78 0.60 1.94  -0.627
H -0.84 1.16 0.06  0.150
H -1.87 -0.26 0.01  0.117
H -1.11 1.04 2.68  0.193
H -2.61 1.26 1.69  0.182
H -2.10 -0.36 2.37  0.192
H 2.48 -0.79 -2.31  0.519
H 1.59 -1.33 -3.36  0.446
O 2.45 -1.50 -3.01  -1.013
H 2.38 0.67 -0.58  0.416
H 0.76 -0.26 0.13  0.526
O 1.75 0.08 -1.00  -1.257

Computed properties:
Lowest unoccupied orbital energy = 0.1514 Ha
Net charge = -1
Frontier orbital gap = 8.3298 eV
Energy relative to the best compared isomer or geometry (same formula, charge and spin) = 4.7 kcal per mole

***

# 5
Below is C18H20IrN4O3 as an isolated structure at a distorted geometry, with properties calculated with ωB97M-V/def2-TZVPD.

Last column: Mulliken spin population.
Positions of all 46 atoms, in Å:
Ir -0.07 -0.08 0.02  -0.019
O 0.19 0.11 1.95  0.256
C 0.29 1.10 2.73  0.070
C 0.61 0.88 4.10  0.156
C 0.80 1.94 4.97  -0.072
C 0.61 3.24 4.52  0.204
C 0.22 3.50 3.21  -0.021
C 0.07 2.47 2.26  0.114
C -0.31 2.75 0.93  -0.070
N -0.37 1.89 -0.09  0.116
C -0.89 2.34 -1.38  -0.003
C -0.46 1.35 -2.47  0.000
N -0.50 0.01 -1.92  0.024
C -0.86 -0.99 -2.70  -0.021
C -1.01 -2.35 -2.33  0.053
C -1.51 -3.28 -3.25  -0.024
C -1.72 -4.61 -2.91  0.070
C -1.46 -5.05 -1.61  -0.029
C -0.95 -4.19 -0.67  0.053
C -0.69 -2.82 -0.99  0.006
O -0.18 -2.05 -0.12  0.075
H 0.72 -0.14 4.43  0.000
H 1.08 1.74 6.00  0.001
H 0.77 4.06 5.20  0.003
H 0.03 4.52 2.91  0.004
H -0.57 3.78 0.70  0.003
H -0.55 3.35 -1.61  0.001
H -1.99 2.37 -1.32  0.002
H 0.56 1.57 -2.80  0.001
H -1.12 1.44 -3.34  0.002
H -1.10 -0.75 -3.73  0.001
H -1.74 -2.95 -4.26  0.001
H -2.12 -5.30 -3.64  0.001
H -1.66 -6.08 -1.34  0.000
H -0.74 -4.51 0.33  0.000
C 5.41 1.82 -1.05  0.001
N 4.41 0.87 -0.61  0.003
C 3.09 1.11 -0.52  -0.001
N 2.63 2.31 -0.91  0.001
O 2.33 0.21 -0.09  0.037
H 6.39 1.39 -0.89  0.000
H 5.34 2.76 -0.49  0.000
H 5.30 2.03 -2.12  0.000
H 4.72 -0.04 -0.30  -0.001
H 3.24 3.05 -1.20  0.000
H 1.66 2.51 -0.73  0.004

Computed properties:
2S+1 = 2
Lowest unoccupied orbital energy (spin up / spin down) = -0.3089 / -0.3366 Ha
Net charge = +2
Frontier orbital gap (spin up / spin down) = 5.8828 / 4.5882 eV
<S²> = 0.931
Energy relative to the best compared isomer or geometry (same formula, charge and spin) = 43.3 kcal per mole

***

# 6
Below is C3H3LiO3Zn as an isolated structure at a distorted geometry, with properties calculated with ωB97M-V/def2-TZVPD.

Last column: Mulliken spin population.
Positions of all 11 atoms, in Å:
O -0.91 -1.06 0.56  0.037
C 0.08 -0.34 0.23  0.084
C -2.00 0.14 1.57  0.140
O 1.21 -0.76 -0.03  0.021
O -0.06 0.97 0.58  -0.003
C -1.08 1.25 1.40  0.617
Li -1.16 -2.95 0.05  -0.001
H -2.10 -0.26 2.58  0.038
H -2.89 0.11 0.93  0.031
H -0.86 1.99 2.17  0.033
Zn 2.52 -0.74 -1.11  0.002

Computed properties:
2S+1 = 2
Lowest unoccupied orbital energy (spin up / spin down) = -0.6110 / -0.6111 Ha
Net charge = +3
Frontier orbital gap (spin up / spin down) = 4.1852 / 9.0657 eV
<S²> = 0.756
Energy relative to the best compared isomer or geometry (same formula, charge and spin) = 30.8 kcal per mole

***

# 7
Below is a 3-piece molecular cluster, C7H16O2 overall at a distorted geometry, with properties calculated with ωB97M-V/def2-TZVPD.

Last column: natural (NBO) charge in e.
Positions of all 25 atoms, in Å:
C 2.75 0.56 0.90  0.347
C 0.20 0.71 0.36  -0.087
C -1.78 -0.94 0.06  -0.142
C 0.59 -0.55 0.59  -0.347
C 0.26 1.40 -0.96  -0.665
C -1.83 -1.25 -1.41  -0.674
C -2.79 0.03 0.58  -0.672
O 3.38 -0.30 1.81  -0.734
O 3.21 0.41 -0.41  -0.770
H 4.17 0.54 -0.45  0.471
H 3.25 -1.21 1.49  0.471
H 2.85 1.57 1.30  0.118
H -0.18 1.29 1.20  0.199
H -1.64 -1.82 0.69  0.169
H 0.98 -1.17 -0.21  0.206
H 0.55 -0.97 1.58  0.211
H 0.66 0.76 -1.74  0.224
H -0.74 1.74 -1.24  0.219
H 0.89 2.29 -0.88  0.229
H -1.78 -0.33 -2.01  0.201
H -2.63 0.26 1.64  0.210
H -1.01 -1.89 -1.72  0.208
H -2.76 -1.76 -1.69  0.205
H -2.77 0.98 0.03  0.197
H -3.82 -0.35 0.49  0.206

Computed properties:
Lowest unoccupied orbital energy (spin up / spin down) = 0.0289 / 0.0273 Ha
Net charge = 0
Frontier orbital gap (spin up / spin down) = 7.4990 / 7.0594 eV
Energy relative to the best compared isomer or geometry (same formula, charge and spin) = 144.7 kcal per mole

***

# 8
Below is CHF3NO4S2V as an isolated structure at a distorted geometry, with properties calculated with ωB97M-V/def2-TZVPD.

Last column: Mulliken spin population.
Positions of all 13 atoms, in Å:
N 0.43 -1.28 0.49  0.012
S 1.86 -1.10 0.01  0.017
O 2.67 -2.26 -0.12  0.008
O 2.37 0.21 -0.37  -0.016
S -0.64 -0.02 0.77  0.013
O -0.15 1.25 0.23  0.008
O -1.07 -0.09 2.14  -0.001
C -2.05 -0.53 -0.37  -0.004
F -1.61 -0.52 -1.60  0.001
F -2.46 -1.72 -0.02  0.000
F -2.99 0.36 -0.21  0.000
H 2.19 3.58 -0.51  -0.122
V 1.44 2.12 -0.43  3.086

Computed properties:
2S+1 = 4
Lowest unoccupied orbital energy (spin up / spin down) = -0.2338 / -0.2356 Ha
Net charge = +1
Frontier orbital gap (spin up / spin down) = 6.9163 / 7.6517 eV
<S²> = 3.773
Energy relative to the best compared isomer or geometry (same formula, charge and spin) = 0.2 kcal per mole

***

net charge of number 5 (C18H20IrN4O3)? +2